Entry 1:
{
  "formula": "C15H29NO6Ti",
  "method": "ωB97M-V with the def2-TZVPD basis set",
  "species": ["Ti", "C", "C", "C", "N", "C", "C", "C", "C", "C", "C", "H", "H", "H", "H", "H", "H", "H", "H", "H", "H", "H", "H", "H", "H", "H", "H", "H", "H", "H", "H", "C", "C", "O", "O", "H", "H", "H", "C", "C", "O", "O", "H", "H", "H", "C", "C", "O", "O", "H", "H", "H"],
  "positions_angstrom": [[-2.5144, 1.2240, -1.2776], [4.2545, -0.8958, 3.6277], [3.1197, -0.4761, 2.7333], [2.9496, -1.0761, 1.3735], [1.7640, -0.3700, 0.5324], [1.7316, -1.0588, -0.7981], [1.0113, -2.4432, -0.7627], [-0.3811, -2.3055, -0.1719], [-0.1246, -1.7556, 1.2053], [0.4012, -0.4065, 1.2577], [2.0497, 1.0621, 0.2755], [4.1502, -0.4425, 4.6218], [5.2487, -0.6013, 3.2279], [4.3308, -1.9528, 3.7399], [3.3706, 0.6060, 2.4703], [2.2559, -0.4750, 3.2777], [2.8870, -2.1717, 1.2487], [3.8209, -0.7695, 0.8730], [2.7614, -1.1084, -1.2558], [1.0867, -0.3841, -1.4029], [1.5290, -3.1793, -0.1070], [0.9718, -2.9104, -1.8173], [-0.9533, -3.1958, -0.2322], [-0.9929, -1.6455, -0.8742], [0.4237, -2.5343, 1.6925], [-1.0505, -1.7137, 1.7082], [0.3655, 0.0033, 2.2567], [-0.1796, 0.3018, 0.7253], [1.3162, 1.4912, -0.3864], [3.0253, 1.0845, -0.0794], [1.9479, 1.6033, 1.1803], [0.4353, 3.6231, -2.7280], [-0.6829, 2.7702, -2.1111], [-0.4015, 1.5701, -1.8809], [-1.8165, 3.2215, -2.0047], [-0.0730, 4.4749, -3.1659], [0.8763, 3.0607, -3.4981], [1.1444, 3.9710, -1.9816], [-4.2030, -1.0027, -4.2635], [-3.7109, -0.2957, -3.0231], [-4.3506, 0.6875, -2.5495], [-2.6460, -0.7033, -2.4711], [-5.1612, -0.6347, -4.6123], [-4.3975, -2.0661, -4.0023], [-3.3877, -1.1181, -4.9757], [-3.2182, 1.2926, 2.7359], [-3.1939, 1.1805, 1.1876], [-3.6987, 2.0910, 0.5084], [-2.5012, 0.2831, 0.6765], [-2.7477, 2.3006, 2.9605], [-2.5880, 0.5167, 3.1968], [-4.2538, 1.2729, 3.1396]],
  "nbo_charge": [1.331, -0.708, -0.612, -0.455, -0.210, -0.277, -0.423, -0.413, -0.455, -0.215, -0.560, 0.206, 0.199, 0.200, 0.183, 0.195, 0.218, 0.188, 0.226, 0.248, 0.192, 0.226, 0.215, 0.246, 0.202, 0.247, 0.229, 0.249, 0.254, 0.205, 0.214, -0.728, 0.784, -0.787, -0.707, 0.218, 0.222, 0.222, -0.725, 0.763, -0.731, -0.762, 0.222, 0.221, 0.229, -0.727, 0.771, -0.716, -0.766, 0.224, 0.208, 0.222],
  "charge": -1,
  "e_tot_ev": -52917.3888,
  "homo_lumo_gap_ev": [2.57, 9.87],
  "molar_mass_g_mol": 367.265,
  "spin_multiplicity": 4
}

***

Entry 2:
{
  "formula": "C19H37BBr2Ca2Cl4F7N2NaO11S3",
  "method": "ωB97M-V with the def2-TZVPD basis set",
  "species": ["C", "C", "S", "C", "C", "C", "O", "B", "C", "C", "O", "Br", "C", "C", "C", "F", "O", "H", "H", "H", "H", "H", "H", "H", "H", "H", "H", "H", "H", "H", "H", "H", "H", "H", "H", "Ca", "C", "Cl", "Cl", "Cl", "H", "O", "H", "C", "O", "C", "C", "N", "C", "C", "O", "C", "H", "H", "H", "H", "H", "H", "H", "H", "H", "H", "H", "H", "H", "H", "H", "C", "F", "F", "F", "S", "O", "O", "N", "S", "O", "O", "C", "F", "F", "F", "Na", "Ca", "Br", "Cl", "O", "H", "H"],
  "positions_angstrom": [[2.8908, 1.3482, -3.0571], [3.6535, 1.1186, -4.4783], [3.3717, -0.5445, -5.2650], [2.0160, -1.4728, -4.3943], [0.6035, -1.5048, -5.2279], [0.1870, 0.0847, -5.4190], [-0.1612, 0.3249, -4.0084], [-1.2343, -0.6838, -3.8264], [-1.4884, -1.2432, -2.2701], [-0.1391, -1.7123, -1.5450], [0.3505, -2.8959, -1.5690], [0.8946, -0.2721, -0.5531], [-2.7617, -0.3192, -4.2937], [-3.0289, 1.2375, -4.6013], [-4.0372, 1.9568, -3.5622], [-3.6961, 1.3007, -5.9314], [-0.5642, -1.8902, -4.4260], [3.0171, 0.4686, -2.2917], [1.7789, 1.6206, -3.1422], [3.4146, 2.2786, -2.5473], [3.3485, 1.9722, -5.1855], [4.8069, 1.2346, -4.2599], [1.8718, -1.1638, -3.2948], [2.3601, -2.5996, -4.3636], [0.6397, -2.1184, -6.2202], [-0.7213, -0.0408, -6.1439], [0.9485, 0.7904, -5.9088], [-1.9847, -0.4226, -1.6328], [-2.1820, -2.1692, -2.3093], [-3.0939, -0.9610, -5.1940], [-3.4882, -0.6068, -3.4241], [-2.0897, 1.8904, -4.6972], [-3.8054, 1.5635, -2.5042], [-3.7708, 3.0833, -3.5530], [-5.1602, 1.7930, -3.8084], [3.2367, -4.2636, -3.7069], [6.8740, -4.1847, -0.4330], [6.5883, -5.9191, -0.2479], [6.0048, -3.5583, -1.8492], [6.3883, -3.3134, 1.0270], [7.9407, -4.0264, -0.5893], [1.2531, -7.2787, -1.6149], [0.3929, -6.8743, -1.6645], [-3.2668, -4.3326, 3.9617], [-4.0494, -3.1728, 4.2122], [-3.4196, -2.2506, 5.1007], [-3.0343, -0.9696, 4.3555], [-1.9260, -1.2122, 3.4244], [-1.6809, -0.0964, 2.5034], [-2.7959, 0.2560, 1.5029], [-3.0218, -0.7476, 0.5237], [-3.9080, -1.7823, 0.9296], [-3.8768, -5.0377, 3.3951], [-2.3848, -4.0858, 3.3656], [-2.9644, -4.8106, 4.8976], [-2.5583, -2.6923, 5.6166], [-4.1609, -1.9955, 5.8646], [-2.7362, -0.2058, 5.0816], [-3.9229, -0.6141, 3.8269], [-2.1293, -2.0400, 2.8724], [-0.7828, -0.3609, 1.9275], [-1.4293, 0.7983, 3.0883], [-2.4640, 1.1411, 0.9484], [-3.7292, 0.5464, 1.9937], [-4.6779, -1.4271, 1.6197], [-3.3460, -2.6068, 1.3736], [-4.4011, -2.1730, 0.0370], [2.1952, 3.9265, 2.5632], [1.8880, 3.5325, 1.2993], [3.5533, 3.8023, 2.6806], [1.9369, 5.2481, 2.6248], [1.2745, 2.9793, 3.8377], [1.6909, 1.5858, 3.6189], [-0.1332, 3.2473, 3.5497], [1.8765, 3.6868, 5.0973], [1.2906, 3.0879, 6.4482], [1.7114, 1.7322, 6.7844], [-0.1072, 3.3795, 6.7284], [2.2224, 4.1581, 7.5948], [1.9601, 5.4701, 7.3969], [3.5595, 4.0203, 7.4508], [1.9472, 3.9020, 8.8939], [5.1661, 1.3228, -2.0095], [0.2839, 0.3946, 3.6558], [-4.2094, 3.3164, -1.2963], [4.0470, 5.0522, 4.2949], [3.2035, 4.3276, -3.3269], [2.3944, 4.4409, -2.8088], [3.4899, 5.2319, -3.5130]],
  "mulliken_charge": [-0.719, -0.274, -0.115, 1.918, -0.018, -0.647, -0.487, 0.773, -0.071, 0.352, -0.683, -0.430, -0.671, 1.018, -1.058, -0.452, -0.659, 0.266, -0.095, 0.436, 0.322, 0.298, -0.107, -1.850, 0.278, 0.224, 0.294, 0.064, 0.232, 0.265, 0.238, -0.057, 0.006, 0.378, 0.267, 1.155, -0.001, -0.087, -0.150, -0.082, 0.335, -0.838, 0.207, -0.673, -0.332, -0.788, -0.367, -0.003, -0.147, -1.257, -0.175, -0.736, 0.243, 0.269, 0.348, 0.395, 0.413, 0.413, 0.216, -0.064, 0.417, 0.253, 0.451, 0.362, 0.343, 0.227, 0.360, 0.280, -0.181, -0.150, -0.160, 1.170, -0.805, -0.625, -0.189, 1.062, -0.674, -0.629, 0.532, -0.207, -0.196, -0.199, 0.910, 1.568, -0.717, -0.759, -0.590, 0.335, 0.280],
  "relative_energy_kcal_mol": 176.6,
  "charge": 0,
  "e_tot_ev": -329461.5494,
  "homo_lumo_gap_ev": 1.32,
  "molar_mass_g_mol": 1114.273
}

***

Entry 3:
{
  "formula": "C3H6O2",
  "method": "ωB97M-V with the def2-TZVPD basis set",
  "species": ["C", "C", "O", "C", "O", "H", "H", "H", "H", "H", "H"],
  "positions_angstrom": [[-0.3343, -0.7437, -1.3670], [0.3894, 0.1088, -0.3673], [-0.1229, -0.2651, 0.9433], [-0.0413, 0.6652, 1.9067], [0.4180, 1.7745, 1.8037], [-1.4062, -0.5388, -1.3607], [0.0595, -0.5651, -2.3734], [-0.1764, -1.7993, -1.1235], [0.2313, 1.1861, -0.5136], [1.4628, -0.0805, -0.3824], [-0.4798, 0.2579, 2.8341]],
  "nbo_charge": [-0.626, -0.084, -0.513, 0.651, -0.586, 0.215, 0.218, 0.215, 0.204, 0.186, 0.120],
  "relative_energy_kcal_mol": 11.3,
  "charge": 0,
  "smiles": "CCOC=O",
  "e_tot_ev": -7303.1866,
  "homo_lumo_gap_ev": 11.71,
  "molar_mass_g_mol": 74.079
}

***

Entry 4:
{
  "formula": "C48H55BrN7O4STeTi",
  "method": "ωB97M-V with the def2-TZVPD basis set",
  "species": ["Ti", "N", "C", "N", "C", "C", "C", "C", "C", "H", "H", "H", "H", "H", "H", "H", "H", "H", "H", "Br", "C", "C", "C", "C", "C", "C", "C", "O", "O", "H", "H", "H", "H", "C", "C", "C", "C", "C", "C", "Te", "N", "C", "O", "C", "C", "C", "C", "C", "C", "C", "C", "C", "C", "C", "C", "C", "C", "C", "C", "H", "H", "H", "H", "H", "H", "H", "H", "H", "H", "H", "H", "H", "H", "H", "H", "H", "H", "H", "H", "H", "H", "H", "C", "S", "O", "C", "C", "C", "C", "C", "C", "H", "H", "H", "H", "H", "H", "H", "H", "C", "C", "C", "C", "N", "C", "N", "N", "N", "H", "H", "H", "H", "H", "H", "H", "H", "H", "H"],
  "positions_angstrom": [[1.8561, 0.2586, -0.5600], [2.4597, 0.3695, 1.5416], [2.1824, 0.2684, 2.6581], [1.8974, 0.1801, 3.9275], [1.4644, -1.0933, 4.5186], [2.2553, -1.3608, 5.7901], [2.2041, -0.1601, 6.7351], [2.6879, 1.1082, 6.0332], [1.8531, 1.3668, 4.7896], [1.5956, -1.8755, 3.7728], [0.3962, -1.0166, 4.7364], [3.2974, -1.5757, 5.5308], [1.8503, -2.2508, 6.2766], [2.8056, -0.3566, 7.6240], [1.1734, -0.0120, 7.0761], [3.7378, 0.9935, 5.7446], [2.6245, 1.9715, 6.6978], [2.1984, 2.2243, 4.2154], [0.8102, 1.5426, 5.0618], [-1.0877, -5.5599, -0.5156], [0.1045, -4.7568, -1.7491], [0.3656, -5.5166, -2.8857], [1.2478, -5.0633, -3.8482], [1.8830, -3.8432, -3.6733], [1.6160, -3.0941, -2.5427], [0.7220, -3.5187, -1.5567], [0.4735, -2.6105, -0.3630], [-0.3875, -2.8512, 0.4543], [1.3112, -1.6158, -0.2619], [-0.1302, -6.4703, -3.0021], [1.4365, -5.6660, -4.7275], [2.5814, -3.4755, -4.4146], [2.0924, -2.1332, -2.4087], [-7.9643, -2.6085, 0.4400], [-6.6964, -1.8186, 0.2535], [-6.5560, -0.5439, 0.7822], [-5.3896, 0.1983, 0.6169], [-5.3439, 1.5641, 1.2472], [-4.3113, -0.3573, -0.0931], [-2.4797, 0.7131, -0.3068], [0.3069, 1.5606, -0.2703], [1.0762, 2.4613, -0.7337], [2.3852, 2.1323, -0.9879], [0.7022, 3.8539, -1.1342], [-0.6251, 4.1702, -1.4048], [-0.9758, 5.4516, -1.8045], [-0.0008, 6.4343, -1.9286], [1.3257, 6.1247, -1.6583], [1.6768, 4.8384, -1.2711], [-2.0561, 0.5324, 1.7636], [-2.1372, -0.7511, 2.3023], [-2.0548, -0.9578, 3.6707], [-1.8721, 0.1278, 4.5165], [-1.7433, 1.3987, 3.9791], [-1.8211, 1.6288, 2.6031], [-1.6567, 3.0302, 2.0941], [-4.4394, -1.6455, -0.6413], [-3.3592, -2.3567, -1.4216], [-5.6302, -2.3457, -0.4569], [-8.7140, -2.0310, 0.9809], [-7.7771, -3.5254, 1.0030], [-8.3928, -2.8998, -0.5210], [-7.3812, -0.1058, 1.3356], [-6.3467, 1.9886, 1.3102], [-4.7088, 2.2500, 0.6875], [-4.9395, 1.5063, 2.2615], [-1.3767, 3.3976, -1.2970], [-2.0121, 5.6850, -2.0176], [-0.2744, 7.4363, -2.2356], [2.0883, 6.8884, -1.7529], [2.7080, 4.5751, -1.0752], [-2.2789, -1.5966, 1.6399], [-2.1486, -1.9610, 4.0706], [-1.8372, -0.0135, 5.5916], [-1.6069, 2.2500, 4.6388], [-1.9406, 3.7585, 2.8558], [-2.2559, 3.1989, 1.2004], [-0.6204, 3.2078, 1.8013], [-2.4423, -1.7823, -1.5112], [-3.7145, -2.6028, -2.4254], [-3.0967, -3.2963, -0.9325], [-5.7162, -3.3415, -0.8839], [6.3930, -0.8396, -1.0676], [4.7167, -1.4705, -1.0997], [3.8772, -0.2221, -1.2563], [4.5621, -2.0733, 0.5647], [5.0949, -1.4227, 1.6687], [4.8966, -1.9635, 2.9283], [4.1601, -3.1332, 3.0765], [3.6137, -3.7664, 1.9708], [3.8193, -3.2372, 0.7045], [6.4575, -0.0100, -0.3670], [6.5993, -0.4842, -2.0749], [7.0727, -1.6470, -0.8007], [5.6322, -0.4906, 1.5587], [5.3104, -1.4685, 3.7977], [4.0069, -3.5500, 4.0647], [3.0245, -4.6661, 2.0886], [3.3890, -3.7118, -0.1692], [-0.5778, 3.3670, -5.0823], [-0.2714, 2.4699, -6.2798], [-1.5053, 1.7170, -6.7670], [0.9232, 1.5547, -5.9941], [0.8410, 0.8829, -4.6975], [1.7182, 0.8809, -3.6982], [1.1887, 0.2196, -2.7036], [-0.0215, -0.2137, -3.1138], [-0.2359, 0.1747, -4.3096], [-1.2851, 4.1460, -5.3674], [0.3189, 3.8572, -4.6946], [-1.0262, 2.7993, -4.2642], [0.0768, 3.1058, -7.1014], [-1.8697, 1.0219, -6.0119], [-1.2907, 1.1533, -7.6776], [-2.3060, 2.4235, -6.9916], [1.8283, 2.1601, -5.9432], [1.0579, 0.8018, -6.7708], [2.6579, 1.4055, -3.6754]],
  "lowdin_spin": [0.914, 0.007, 0.010, 0.005, 0.000, 0.000, 0.000, 0.000, 0.001, 0.000, 0.000, 0.000, 0.000, 0.000, 0.000, 0.000, 0.000, 0.000, 0.000, 0.000, 0.000, 0.000, 0.000, 0.000, 0.000, 0.000, 0.000, 0.000, -0.001, 0.000, 0.000, 0.000, 0.000, 0.000, 0.000, 0.000, 0.000, 0.000, 0.000, 0.000, -0.018, 0.033, -0.006, 0.001, 0.005, -0.001, 0.006, -0.001, 0.005, 0.000, 0.000, 0.000, 0.000, 0.000, 0.000, 0.000, 0.000, 0.000, 0.000, 0.000, 0.000, 0.000, 0.000, 0.000, 0.000, 0.000, 0.000, 0.000, 0.000, 0.000, 0.000, 0.000, 0.000, 0.000, 0.000, 0.000, 0.000, 0.000, 0.000, 0.000, 0.000, 0.000, 0.000, 0.002, 0.018, 0.001, 0.000, 0.000, 0.000, 0.000, 0.000, 0.000, 0.000, 0.000, 0.000, 0.000, 0.000, 0.000, 0.000, 0.000, 0.000, 0.000, 0.000, 0.002, 0.005, 0.003, 0.003, 0.001, 0.000, 0.000, 0.000, 0.000, 0.000, 0.000, 0.000, 0.000, 0.000, 0.000],
  "relative_energy_kcal_mol": 0.0,
  "charge": 0,
  "e_tot_ev": -180577.5891,
  "homo_lumo_gap_ev": [6.54, 6.56],
  "molar_mass_g_mol": 1081.451,
  "spin_multiplicity": 2
}